DFT (ωB97M-V with the def2-TZVPD basis set) results for a structure of composition C12H24LiO7P in a non-equilibrium geometry.

## Properties
- Spin multiplicity: 2
- Energy above the lowest of the compared OMol25 structures with the same formula, charge and spin: 0.0 kJ/mol
- Lowest unoccupied orbital energy (alpha / beta): 2.481 / 2.166 eV
- Frontier orbital gap (alpha / beta): 7.1054 / 6.1729 eV
- Charge: -1
- HOMO (alpha / beta): -0.170 / -0.147 Eh
- Total energy: -1347.317348 hartree

Element x y z (Å)
Li (1.45, -0.11, -1.25)
P (3.33, 1.39, -1.15)
O (4.44, 1.07, -0.07)
O (3.88, 2.62, -1.88)
O (1.90, 1.54, -0.56)
O (3.08, 0.29, -2.24)
C (-1.81, 0.55, 2.56)
C (-1.07, 1.08, 1.34)
C (-0.22, 2.21, 1.81)
O (-1.08, 2.76, 2.78)
C (-1.75, 1.73, 3.51)
H (-1.23, -0.24, 3.03)
H (-2.86, 0.27, 2.46)
H (-1.86, 1.46, 0.69)
H (-0.51, 0.35, 0.76)
H (0.00, 2.84, 0.95)
H (0.76, 1.99, 2.24)
H (-2.75, 2.07, 3.78)
H (-1.13, 1.52, 4.39)
C (-2.37, 0.57, -3.16)
C (-1.36, 1.68, -3.42)
C (-0.41, 1.46, -2.24)
O (-0.34, 0.08, -2.17)
C (-1.65, -0.49, -2.37)
H (-2.78, 0.19, -4.10)
H (-3.20, 0.99, -2.60)
H (-1.84, 2.66, -3.40)
H (-0.90, 1.50, -4.39)
H (-0.77, 1.96, -1.34)
H (0.57, 1.87, -2.51)
H (-2.05, -0.62, -1.36)
H (-1.49, -1.44, -2.88)
C (0.80, -3.69, 1.37)
C (2.21, -3.20, 1.16)
C (2.08, -1.77, 0.70)
O (0.81, -1.72, 0.02)
C (-0.09, -2.57, 0.74)
H (0.62, -3.76, 2.44)
H (0.60, -4.67, 0.95)
H (2.64, -3.74, 0.32)
H (2.94, -3.39, 1.95)
H (2.87, -1.37, 0.07)
H (1.99, -1.05, 1.51)
H (-0.87, -2.95, 0.09)
H (-0.59, -1.93, 1.47)